Here is a 9-piece molecular cluster, C30H60Br2O12 overall in a non-equilibrium geometry from OMol25. Energies are from wB97M-V/def2-TZVPD.

Geometry (Å):
C 17.862 -9.750 18.085
C 16.728 -8.983 17.485
O 16.225 -8.047 18.063
C 16.191 -9.425 16.146
H 17.871 -10.811 17.797
H 17.689 -9.876 19.154
H 18.839 -9.406 17.749
H 16.798 -8.933 15.378
H 15.164 -9.158 15.891
H 16.177 -10.507 16.001
C 12.331 -3.323 23.376
C 11.795 -1.918 23.620
O 10.614 -1.709 23.452
C 12.768 -0.841 23.992
H 11.933 -3.886 24.224
H 13.417 -3.367 23.397
H 11.897 -3.656 22.437
H 13.496 -1.328 24.645
H 12.262 0.061 24.327
H 13.352 -0.515 23.125
C 14.161 -9.261 25.172
C 14.651 -9.005 23.764
O 13.918 -8.396 23.003
C 16.091 -9.216 23.356
H 14.732 -10.030 25.699
H 13.139 -9.632 25.185
H 14.299 -8.303 25.672
H 16.169 -9.234 22.272
H 16.450 -10.164 23.759
H 16.687 -8.378 23.721
C 14.394 -12.706 22.647
C 12.928 -12.651 23.103
O 12.510 -13.312 24.016
C 12.027 -11.680 22.392
H 14.959 -13.263 23.390
H 14.675 -11.665 22.513
H 14.476 -13.244 21.702
H 11.177 -12.179 21.931
H 12.451 -10.944 21.708
H 11.673 -11.036 23.208
O 12.443 -6.128 25.716
C 11.397 -6.699 25.933
O 10.529 -7.127 25.023
C 10.906 -7.114 23.643
C 9.691 -7.452 22.785
C 10.885 -6.940 27.340
H 11.700 -7.827 23.410
H 11.360 -6.156 23.389
H 8.754 -7.359 23.337
H 9.690 -8.477 22.412
H 9.659 -6.754 21.950
H 10.634 -5.984 27.820
H 11.739 -7.267 27.930
H 9.907 -7.414 27.306
O 10.143 -7.034 17.261
C 10.420 -7.128 16.092
O 10.213 -6.155 15.196
C 9.689 -4.909 15.643
C 10.832 -3.920 15.756
C 11.093 -8.299 15.465
H 9.138 -4.944 16.584
H 8.953 -4.563 14.917
H 11.537 -4.218 16.539
H 10.508 -2.892 15.896
H 11.479 -4.028 14.880
H 11.185 -8.110 14.395
H 10.643 -9.265 15.663
H 12.127 -8.292 15.818
O 6.067 -4.338 20.451
C 6.908 -4.581 21.271
O 8.171 -4.969 21.019
C 8.646 -4.966 19.686
C 9.183 -3.605 19.198
C 6.696 -4.336 22.749
H 7.884 -5.273 18.970
H 9.466 -5.683 19.645
H 9.370 -3.672 18.129
H 10.124 -3.278 19.642
H 8.413 -2.883 19.478
H 5.673 -4.637 22.960
H 7.002 -3.298 22.874
H 7.327 -4.931 23.409
O 8.227 -12.608 16.784
C 9.252 -11.979 16.909
O 9.409 -10.807 17.505
C 8.264 -10.234 18.156
C 8.354 -10.395 19.652
C 10.528 -12.525 16.343
H 7.291 -10.621 17.858
H 8.278 -9.188 17.840
H 8.513 -11.462 19.849
H 7.393 -10.146 20.105
H 9.133 -9.882 20.216
H 10.486 -13.569 16.057
H 11.350 -12.373 17.046
H 10.761 -11.963 15.432
Br 12.174 -9.808 18.526
C 11.863 -8.296 19.750
C 12.818 -7.178 19.371
Br 12.623 -5.691 20.649
H 12.046 -8.533 20.796
H 10.829 -8.059 19.521
H 12.577 -6.787 18.389
H 13.842 -7.515 19.491

Properties
E_LUMO = 0.24 eV
Molar mass = 772.61 g/mol
Maximum force = 2.0 eV/A
Relative energy (zero: lowest compared OMol25 entry of this formula, charge and spin) = 112.1 kJ/mol
Structure (SMILES) = CCOC(C)=O.CCOC(C)=O.CCOC(C)=O.CCOC(C)=O.CC(C)=O.CC(C)=O.CC(C)=O.CC(C)=O.BrCCBr

These are the Mulliken partial charges, in e, on atoms 1 to 99: -1.049 0.834 -0.549 -0.913 0.350 0.226 0.314 0.323 0.126 0.343 0.149 0.645 -0.577 -1.157 -0.001 0.233 -0.358 0.328 0.346 0.277 -1.125 0.880 -0.355 -1.460 0.413 0.246 0.299 0.283 0.410 0.400 -0.768 0.556 -0.584 -0.324 0.301 0.006 0.355 0.419 -0.093 0.098 -0.558 0.796 -0.392 1.272 -0.474 -1.158 -0.370 -0.271 0.474 0.099 -0.280 0.299 0.306 0.340 -0.321 0.557 -0.365 0.246 -1.164 -0.401 -0.198 0.333 0.233 0.393 0.380 0.369 -0.027 -0.024 -0.569 0.736 -0.144 0.218 -0.609 -0.966 0.462 -0.333 -0.165 0.194 0.395 0.349 0.246 0.184 -0.586 0.755 -0.110 -0.170 -0.849 -0.929 0.383 0.089 0.315 0.442 -0.031 0.367 0.142 0.234 -0.188 -0.009 -0.497